# 1
This record from the Open Molecules 2025 dataset describes C30H46Cl2N5O10SiY as an isolated structure in a non-equilibrium geometry. The level of theory is ωB97M-V/def2-TZVPD.

Structure (XYZ):
```
95
Properties=species:S:1:pos:R:3:lowdin_charge:R:1
Y 0.000 0.000 0.000 0.952
Cl -0.290 1.878 -1.335 0.157
Cl -0.720 5.967 -5.382 0.263
Si -0.429 6.679 -3.426 0.118
O -5.511 0.872 7.409 0.094
O -0.350 -0.232 3.190 -0.050
O 0.450 -1.540 1.368 -0.114
O -0.710 -3.037 6.850 0.087
O -2.060 -2.542 8.322 0.106
O -1.945 -0.043 1.511 -0.171
O 0.418 1.269 1.618 -0.172
O -5.650 1.755 5.556 0.098
O -0.048 -1.267 -1.382 -0.356
O 2.098 0.005 -0.321 -0.109
N -0.091 -3.428 2.506 -0.142
N -1.665 -2.411 7.204 -0.385
N -5.144 0.950 6.274 -0.400
N 2.743 -0.981 -2.280 -0.152
N -0.043 3.158 2.790 -0.155
C -1.076 -1.917 -3.402 -0.231
C -0.488 -2.967 -5.638 -0.090
C -3.429 -0.751 6.698 0.103
C -1.114 -3.424 -1.356 -0.196
C -2.318 -1.503 6.303 -0.114
C -3.548 0.311 4.482 0.098
C 0.084 -5.363 -0.553 -0.084
C 2.242 0.080 -3.136 -0.014
C -1.522 -0.585 -3.910 -0.044
C -1.093 -4.422 2.828 -0.029
C -1.467 5.620 -2.291 -0.215
C -4.050 0.158 5.809 -0.104
C 3.190 -2.188 -2.941 -0.030
C 1.247 -3.637 3.017 -0.007
C -0.377 -2.406 1.700 -0.285
C -1.106 -6.070 -0.439 -0.106
C -1.828 -1.311 5.016 0.086
C -1.125 -2.007 -1.882 -0.344
C -0.289 2.270 1.823 -0.311
C -2.416 -0.408 4.087 -0.083
C 0.075 -4.050 -1.001 -0.042
C -0.635 -2.928 -4.154 -0.114
C 2.584 -0.941 -0.964 -0.280
C 1.392 6.517 -3.045 -0.215
C -0.905 4.303 2.984 -0.037
C -0.981 8.462 -3.398 -0.220
C -1.617 -0.197 2.844 -0.425
C -2.302 -4.137 -1.226 -0.027
C -2.302 -5.447 -0.770 -0.082
C 1.100 3.022 3.669 -0.017
H 1.744 3.898 3.586 0.093
H -2.029 -4.168 2.343 0.095
H -1.170 4.574 -2.346 -0.013
H 3.986 -1.959 -3.648 0.094
H -3.237 -5.985 -0.675 0.102
H -1.102 -7.095 -0.091 0.101
H 1.023 -5.839 -0.294 0.103
H -1.139 -3.729 -6.074 0.076
H -0.782 -5.402 2.468 0.085
H -0.855 8.890 -2.403 0.031
H 1.657 2.138 3.383 0.093
H 1.719 5.481 -3.111 0.029
H -0.364 -3.849 -3.650 0.103
H -1.164 2.479 1.211 0.110
H -3.237 -3.655 -1.487 0.121
H -3.796 -0.860 7.711 0.130
H -0.726 -2.022 -6.118 0.059
H 1.608 6.871 -2.036 0.031
H -2.607 -0.492 -3.818 0.093
H -2.522 5.679 -2.551 0.030
H 1.429 -0.308 -3.744 0.090
H -1.265 -0.410 -4.951 0.069
H 1.857 0.887 -2.526 0.036
H -1.359 5.944 -1.256 0.029
H -1.409 -2.358 1.355 0.146
H -1.250 -4.472 3.906 0.088
H 0.991 -3.482 -1.072 0.105
H 1.994 7.100 -3.739 0.027
H 1.676 -4.545 2.591 0.093
H -3.977 1.039 3.809 0.131
H -1.711 4.284 2.257 0.090
H -1.097 0.214 -3.304 0.023
H 0.531 -3.240 -5.925 0.070
H 3.045 0.435 -3.782 0.099
H -0.403 9.066 -4.096 0.028
H -0.940 -1.870 4.742 0.117
H -0.345 5.230 2.859 0.092
H -2.031 8.555 -3.670 0.029
H 1.862 -2.787 2.748 0.095
H 2.953 -1.838 -0.448 0.154
H -1.338 4.293 3.985 0.092
H 2.357 -2.640 -3.479 0.088
H 0.774 2.927 4.705 0.096
H 3.564 -2.900 -2.210 0.089
H -2.071 -1.555 -1.566 0.148
H 1.223 -3.740 4.102 0.095
```

As for the multiplicity: 1. Its energy is -93747.7682 eV. The energy relative to the best compared isomer or geometry (same formula, charge and spin) is 0.0 kJ/mol. The frontier orbital gap comes out at 7.76 eV.

---

# 2
This record from the Open Molecules 2025 dataset describes C9H19F6IN4O13PtS6 as an isolated structure in a non-equilibrium geometry. The level of theory is ωB97M-V/def2-TZVPD.

Structure (XYZ):
```
59
Properties=species:S:1:pos:R:3:lowdin_spin:R:1
Pt -0.936 -0.957 0.230 1.558
I 0.323 -3.422 -0.209 0.126
S -1.229 3.707 -1.801 0.000
S -3.709 -2.814 -1.596 0.005
S -2.604 -3.040 -3.632 0.000
S -3.409 -1.240 2.372 0.009
S -3.333 1.158 1.777 0.006
S -1.850 1.401 -2.358 0.006
F -1.949 2.032 1.813 0.000
F -5.116 -2.201 -1.113 0.003
F -3.064 -3.248 -5.168 0.000
F -2.300 -2.403 2.336 0.011
F -3.355 0.844 -2.572 0.000
F -1.806 5.073 -1.183 0.000
O 0.350 1.117 0.555 0.015
O -4.004 1.606 0.586 0.001
O -3.815 1.479 3.076 0.011
O -3.703 -4.071 -0.906 -0.002
O -1.232 0.422 -1.462 0.047
O -3.517 -1.126 3.819 0.012
O -4.471 -1.853 1.595 0.005
O -1.992 -4.296 -3.289 0.000
O -1.342 1.396 -3.695 0.009
O -0.097 3.380 -0.939 0.000
O -1.784 -1.861 -3.823 0.000
O -0.973 4.143 -3.139 0.000
O -2.837 -1.753 -1.076 0.061
N -2.450 -0.274 1.527 0.042
N -2.459 2.786 -1.574 0.000
N 1.514 0.336 0.566 0.046
N -4.204 -2.814 -3.094 0.007
C 3.706 -0.410 -0.404 0.000
C 3.069 -0.998 1.984 0.000
C 1.767 0.106 -1.918 0.000
C 4.233 -0.574 1.052 0.000
C 3.050 1.890 -0.647 0.002
C 1.897 0.002 1.947 0.001
C 0.865 -0.662 2.863 0.009
C 2.417 1.291 2.633 0.001
C 2.423 0.482 -0.590 0.002
H 0.980 -0.628 -1.746 0.000
H 3.445 -1.431 -0.704 0.000
H 2.377 -0.346 -2.700 0.000
H 1.627 2.044 2.707 0.000
H 1.224 0.946 -2.355 0.000
H 3.347 1.625 2.186 0.000
H 3.467 -1.048 3.002 0.000
H 2.629 1.151 3.699 0.000
H 3.702 1.939 -1.517 0.000
H 2.653 -2.001 1.870 0.000
H 0.588 2.051 0.686 0.000
H 5.028 -1.320 1.030 0.000
H 0.001 -0.008 3.020 0.001
H 4.646 0.333 1.494 0.000
H 4.518 -0.166 -1.088 0.000
H 3.665 1.962 0.250 0.000
H 2.298 2.682 -0.634 0.000
H 1.246 -0.848 3.865 0.001
H 0.487 -1.571 2.391 0.005
```

As for the multiplicity: 3. Its energy is -134878.3494 eV. The energy relative to the best compared isomer or geometry (same formula, charge and spin) is 320.6 kJ/mol. The frontier orbital gap (alpha / beta) comes out at 7.88 / 6.77 eV. Its net charge is -2.

---

# 3
This record from the Open Molecules 2025 dataset describes C5H9NO2 in the gas phase in a non-equilibrium geometry. The level of theory is ωB97M-V/def2-TZVPD.

Structure (XYZ):
```
17
Properties=species:S:1:pos:R:3:lowdin_charge:R:1
O 0.005 -1.013 -1.339 0.031
O 0.142 1.054 -0.146 -0.036
N -0.721 -0.889 0.814 0.120
C 2.075 -1.646 1.144 0.033
C 1.662 -0.730 0.252 -0.074
C -0.815 1.539 -0.997 -0.226
C 0.253 -0.372 -0.115 -0.656
C -1.781 2.365 -0.591 0.041
H -0.697 1.208 -2.022 0.116
H -1.610 -0.493 0.512 0.089
H -1.854 2.675 0.445 0.062
H -0.528 -1.769 -1.044 0.115
H -2.522 2.737 -1.290 0.055
H 1.371 -2.250 1.707 0.057
H -0.530 -0.393 1.685 0.104
H 3.132 -1.835 1.297 0.055
H 2.419 -0.188 -0.311 0.114
```

As for the multiplicity: 1. Its energy is -10914.3347 eV. The energy relative to the best compared isomer or geometry (same formula, charge and spin) is 216.2 kJ/mol. The frontier orbital gap comes out at 10.37 eV. Its SMILES is C=CO[C@@](N)(O)C=C.

---

# 4
This record from the Open Molecules 2025 dataset describes C26H29N3O3 in the gas phase. The level of theory is ωB97M-V/def2-TZVPD.

Structure (XYZ):
```
61
Properties=species:S:1:pos:R:3:lowdin_charge:R:1
O -3.014 2.474 -1.744 -0.124
O -4.091 -1.727 1.489 -0.040
O 6.545 0.748 0.732 0.063
N -4.434 0.393 -0.455 -0.180
N 2.689 1.625 -0.359 0.107
N 5.199 0.614 -1.093 0.070
C 4.237 -1.582 -0.900 -0.210
C 2.979 1.603 1.999 0.000
C -2.011 -1.439 0.248 -0.012
C 1.953 -2.872 0.030 -0.106
C 5.632 1.172 0.060 -0.511
C -2.869 -1.143 1.304 -0.276
C -1.194 0.333 2.210 -0.028
C 1.504 1.068 -0.205 -0.067
C -4.170 0.345 -1.880 -0.157
C -4.938 -1.857 0.369 -0.168
C 2.198 -2.784 -1.330 -0.094
C 3.986 -1.677 0.464 -0.033
C -2.435 -0.261 2.293 0.000
C 3.330 -2.135 -1.793 -0.044
C -5.506 -0.488 -0.033 -0.155
C -4.575 1.771 -0.025 -0.156
C 3.427 1.894 0.715 -0.289
C -0.342 0.066 1.139 -0.196
C 2.850 -2.314 0.926 -0.076
C 1.745 1.003 2.155 -0.004
C 4.810 2.408 0.446 -0.035
C -2.898 1.140 -2.177 -0.186
C -3.286 2.520 -0.363 -0.183
C -0.773 -0.836 0.167 -0.048
C 0.967 0.713 1.032 -0.161
C 5.429 -0.791 -1.378 -0.121
H 4.800 3.111 -0.386 0.125
H -0.894 1.039 2.971 0.114
H -3.095 -0.049 3.119 0.120
H 6.335 -1.083 -0.841 0.127
H 5.249 2.870 1.329 0.121
H -4.424 -2.321 -0.478 0.108
H -0.112 -1.090 -0.649 0.100
H 3.600 1.824 2.854 0.118
H -2.302 -2.145 -0.515 0.115
H 4.687 -1.244 1.163 0.116
H -5.748 -2.516 0.692 0.129
H 5.583 -0.921 -2.453 0.119
H -2.050 0.657 -1.669 0.107
H -5.010 0.773 -2.457 0.130
H -2.454 2.068 0.198 0.117
H 3.513 -2.061 -2.855 0.108
H 2.661 -2.378 1.988 0.108
H 1.502 -3.218 -2.034 0.102
H 1.066 -3.370 0.392 0.103
H -5.426 2.270 -0.523 0.131
H 1.394 0.733 3.140 0.116
H -6.270 -0.624 -0.814 0.126
H -5.989 -0.058 0.848 0.126
H 4.326 0.989 -1.453 0.116
H 0.951 0.904 -1.121 0.120
H -4.730 1.793 1.055 0.124
H -4.029 -0.693 -2.188 0.121
H -3.373 3.576 -0.104 0.127
H -2.710 1.181 -3.251 0.127
```

As for the multiplicity: 1. Its energy is -38045.8044 eV. The energy relative to the best compared isomer or geometry (same formula, charge and spin) is 100.1 kJ/mol. The frontier orbital gap comes out at 8.58 eV. Its SMILES is O=C(Cc1ccc(-c2ccc(OCCN3CCOCC3)cc2)cn1)NCc1ccccc1.

---

# 5
This record from the Open Molecules 2025 dataset describes a 15-piece molecular cluster, C30H35Cl56N2O2 overall in a non-equilibrium geometry. The level of theory is ωB97M-V/def2-TZVPD.

Structure (XYZ):
```
125
Properties=species:S:1:pos:R:3:lowdin_charge:R:1
Cl 3.474 9.801 -6.380 0.511
Cl 0.783 10.099 -7.368 0.526
Cl -4.643 -1.101 9.302 0.599
Cl 10.981 1.317 -2.161 0.531
Cl 4.941 -1.453 -1.675 0.509
Cl -1.927 4.091 10.162 0.531
Cl 3.864 -0.812 -11.522 0.537
Cl 5.885 7.196 -6.486 0.519
Cl 0.778 3.947 9.178 0.531
Cl 3.562 1.803 -10.347 0.515
Cl -1.250 2.788 3.097 0.545
Cl 5.327 -0.128 -9.131 0.529
Cl 1.318 -3.718 -5.227 0.562
Cl 11.769 3.916 -3.132 0.514
Cl 9.845 3.124 -8.401 0.503
Cl 4.358 1.101 -2.898 0.479
Cl -2.721 5.125 -10.510 0.533
Cl 9.533 6.566 0.806 0.525
Cl 0.342 0.935 7.246 0.481
Cl 6.551 6.450 -3.792 0.512
Cl 1.201 -4.116 -2.374 0.544
Cl 1.854 -1.320 8.223 0.541
Cl 0.492 -0.268 -6.332 0.487
Cl 5.144 0.970 -0.120 0.535
Cl -1.228 2.833 -11.426 0.525
Cl -6.157 0.821 7.765 0.544
Cl 5.115 4.600 -5.481 0.511
Cl 9.040 8.850 -0.887 0.526
Cl -3.932 2.508 -10.472 0.525
Cl 9.608 6.277 -2.060 0.470
Cl 11.694 7.733 -0.706 0.530
Cl -0.855 2.192 -5.699 0.514
Cl 11.011 1.852 -4.997 0.520
Cl 1.429 2.220 -7.477 0.518
Cl -3.739 4.174 3.568 0.567
Cl 1.544 -0.919 5.382 0.506
Cl 12.614 3.698 -8.971 0.536
Cl 7.892 5.179 -6.014 0.494
Cl 1.714 -1.490 -3.444 0.500
Cl -1.808 3.140 -8.623 0.475
Cl -0.847 6.242 8.568 0.543
Cl -5.084 1.553 10.345 0.549
Cl -3.312 1.159 8.108 0.458
Cl 9.011 3.071 -3.322 0.477
Cl 10.598 5.711 -9.431 0.535
Cl -3.157 1.726 4.974 0.525
Cl -3.733 1.663 2.148 0.535
Cl -0.905 -2.658 -3.728 0.513
Cl 2.854 9.085 -9.103 0.524
Cl -1.459 3.709 7.345 0.445
Cl 3.201 0.870 6.919 0.541
Cl 1.881 7.464 -6.927 0.506
Cl 7.063 0.421 -2.204 0.528
Cl 1.815 1.719 -4.680 0.482
Cl 11.308 4.967 -6.737 0.491
Cl 2.473 -0.509 -9.010 0.481
O -5.589 -6.239 1.266 -0.179
O -4.573 -3.971 7.869 -0.230
N -2.749 -2.802 0.625 -0.065
N -5.279 -1.909 1.261 0.142
C -5.390 -2.586 5.954 -0.164
C 2.247 9.114 -7.445 -2.066
C 10.697 2.541 -3.403 -2.037
C -4.804 0.605 8.885 -2.020
C -2.170 -1.472 4.041 -0.204
C -2.886 -5.808 0.419 -0.178
C -3.602 -2.178 -0.430 -0.104
C -4.111 -5.645 -0.498 -0.152
C 0.844 -2.992 -3.698 -2.036
C 6.363 5.854 -5.446 -2.042
C -3.659 -1.724 4.341 -0.225
C -5.352 -5.252 0.282 -0.247
C -5.683 -3.615 7.071 -0.232
C -1.676 -2.277 2.833 -0.157
C 1.734 -0.108 6.949 -2.050
C -1.610 -5.072 0.005 -0.157
C -1.586 -3.528 -0.011 -0.114
C -4.009 -5.218 7.522 -0.104
C -4.967 -1.803 0.050 -0.195
C -3.923 -2.184 5.774 -0.196
C 11.094 4.377 -8.388 -2.057
C -2.184 -1.705 1.504 -0.124
C -6.043 -5.707 2.489 -0.101
C 9.969 7.357 -0.713 -2.053
C 5.381 0.261 -1.718 -2.044
C -0.856 4.496 8.819 -2.039
C 0.723 1.469 -6.058 -2.000
C -2.969 2.596 3.450 -2.027
C 3.808 0.085 -10.004 -2.051
C -2.425 3.405 -10.260 -2.057
H -4.330 -6.624 -0.928 0.124
H -5.740 -3.014 5.008 0.095
H -2.032 -3.307 2.956 0.121
H -1.396 -1.198 0.951 0.142
H -4.235 -0.825 4.114 0.080
H -3.085 -1.265 -0.738 0.148
H -0.586 -2.329 2.833 0.113
H -6.432 -3.185 7.739 0.109
H -1.508 -3.158 -1.029 0.066
H -3.425 -5.165 6.595 0.079
H -3.237 -2.997 6.016 0.107
H -4.049 -2.500 3.672 0.082
H -2.620 -6.862 0.470 0.124
H -2.974 -0.982 1.704 0.068
H -6.404 -6.524 3.109 0.094
H -5.979 -1.682 6.106 0.082
H -3.673 -2.808 -1.314 0.124
H -5.659 -1.450 -0.716 0.134
H -1.336 -5.404 -0.999 0.103
H -6.239 -1.615 1.429 0.091
H -6.225 -5.172 -0.375 0.134
H -5.234 -4.282 0.778 0.071
H -4.785 -5.979 7.405 0.088
H -3.293 -3.387 1.264 0.137
H -3.140 -5.545 1.453 0.106
H -1.541 -1.709 4.896 0.102
H -5.233 -5.203 3.032 0.078
H -3.928 -4.978 -1.342 0.105
H -2.041 -0.415 3.791 0.057
H -6.869 -5.004 2.345 0.092
H -0.680 -3.205 0.492 0.120
H -6.139 -4.507 6.634 0.110
H -0.794 -5.403 0.647 0.117
H -3.701 -1.362 6.460 0.078
H -3.334 -5.501 8.326 0.092
```

As for the multiplicity: 1. Its energy is -739996.9386 eV. The frontier orbital gap comes out at 9.30 eV. Its net charge is +1.

---

# 6
This record from the Open Molecules 2025 dataset describes C3H6OS2 in the gas phase in a non-equilibrium geometry. The level of theory is ωB97M-V/def2-TZVPD.

Structure (XYZ):
```
12
Properties=species:S:1:pos:R:3:lowdin_charge:R:1
S -1.614 1.390 0.657 0.633
S -1.319 -1.660 0.536 0.727
O -0.542 0.016 -1.428 -0.146
C 2.016 -0.073 -0.178 0.038
C 0.905 -0.078 0.536 -0.231
C -0.512 -0.112 -0.070 -1.092
H 0.697 0.109 1.534 0.060
H -1.520 0.217 -1.763 0.156
H 2.021 -0.251 -1.277 0.087
H 2.985 0.067 0.275 0.059
H -0.899 2.024 1.635 -0.154
H -2.216 -1.648 -0.456 -0.136
```

As for the multiplicity: 1. Its energy is -26924.2406 eV. The energy relative to the best compared isomer or geometry (same formula, charge and spin) is 212.5 kJ/mol. The frontier orbital gap comes out at 9.27 eV. Its SMILES is C=CC(O)(S)S.